Record 1
{"formula": "C4H15N2O2", "method": "ωB97M-V/def2-TZVPD", "fmax_ev_per_a": 3.5, "gap_ev": [10.25, 8.65], "multiplicity": 2, "e_above_lowest_kj_mol": 196.6, "e_lumo_ha": [0.036, -0.024], "total_energy_ev": -11462.3707, "s2": 0.754, "symbols": ["C", "O", "C", "C", "C", "N", "N", "H", "H", "H", "H", "H", "H", "H", "H", "H", "H", "H", "H", "H", "H", "H", "O"], "xyz": [[1.812973, -0.229884, -0.619979], [0.976292, -1.344082, -1.092659], [0.939618, 0.404649, 0.476551], [0.386178, -0.647831, 1.528994], [-0.058028, -0.095978, 2.934295], [-0.709703, -1.201696, 3.781208], [-0.203129, 1.052172, -0.149397], [2.814369, -0.707821, -0.379594], [2.002935, 0.539540, -1.421381], [0.092683, -0.975402, -1.027646], [1.598246, 1.119995, 0.982031], [-0.437898, -1.201206, 0.988992], [1.212758, -1.361215, 1.612180], [0.904124, 0.082987, 3.476107], [-0.578012, 0.851586, 2.808350], [-0.340671, 2.197093, -2.520601], [-1.731144, -1.140591, 3.982193], [-0.545479, -2.115821, 3.366177], [-0.594558, 1.925702, -3.189127], [-0.622303, 1.660286, 0.613561], [-3.027292, 0.074297, -5.093537], [-1.794611, 0.733123, -5.997784], [-2.097346, 0.380100, -5.058935]], "atomic_forces_ev_per_a": [[-0.8, -1.4, -0.8], [1.3, 0.8, -0.3], [0.7, 0.3, 0.7], [-0.4, 0.1, -0.9], [1.4, -2.2, 0.0], [-0.7, 1.1, -0.5], [0.0, 0.6, 1.4], [-1.3, 0.8, 0.4], [-0.3, -0.7, 0.6], [-0.4, -0.1, -0.5], [-0.3, 0.3, 0.4], [0.6, 0.6, 0.9], [-0.2, -0.1, 0.4], [-0.8, 0.4, -0.4], [-0.5, -0.3, 0.4], [-0.3, -0.3, -0.7], [1.3, 0.3, -0.6], [0.0, 0.3, 0.0], [0.2, 0.3, 0.6], [0.4, -0.8, -1.1], [0.9, 0.4, -0.5], [-1.5, -1.3, 3.0], [0.6, 0.9, -2.5]], "lowdin_charge": [-0.199, -0.110, -0.442, -0.162, -0.233, -0.031, 0.135, 0.134, 0.115, 0.043, 0.136, 0.119, 0.112, 0.105, 0.090, 0.004, 0.067, 0.046, 0.011, 0.072, 0.033, 0.099, -0.145]}

=====

Record 2
{"formula": "C4H15N2O", "method": "ωB97M-V/def2-TZVPD", "fmax_ev_per_a": 1.5, "gap_ev": 11.11, "multiplicity": 1, "e_above_lowest_kj_mol": 64.1, "charge": 1, "e_lumo_ha": -0.100, "total_energy_ev": -9412.9983, "symbols": ["C", "C", "C", "C", "N", "N", "H", "H", "H", "H", "H", "H", "H", "H", "H", "H", "H", "H", "H", "H", "H", "O"], "xyz": [[1.083339, 1.299192, 1.705283], [0.592045, 1.540729, 0.267040], [0.758199, 0.338230, -0.663118], [0.074245, -2.066027, -0.835958], [-0.227354, -0.732476, -0.302078], [1.026867, -0.120612, 2.064976], [2.074178, 1.719158, 1.847981], [0.435964, 1.783623, 2.444800], [1.142370, 2.358916, -0.181859], [-0.453104, 1.866849, 0.278842], [0.523992, 0.574147, -1.712400], [1.768206, -0.062910, -0.578358], [0.680107, -2.614886, -0.094729], [-0.793427, -2.689010, -1.051929], [0.662513, -1.935593, -1.736092], [-1.214990, -0.515656, -0.488070], [-0.221157, -0.693317, 0.734159], [0.894496, -0.235105, 3.063234], [1.857097, -0.625976, 1.768956], [-3.123113, 0.579478, -1.284756], [-2.765601, 0.302702, -2.762619], [-2.733808, -0.061885, -1.882345]], "atomic_forces_ev_per_a": [[-0.2, 0.0, 0.4], [-0.3, 0.0, -0.1], [-0.8, 0.5, -0.5], [0.9, -1.0, 0.4], [-1.0, 0.1, 1.1], [-0.2, -0.4, -0.1], [0.2, 0.0, -0.1], [0.1, 0.3, -0.5], [0.1, 0.2, 0.0], [0.0, -0.1, -0.1], [0.4, 0.1, 0.4], [-0.2, -0.3, -0.1], [-0.1, 0.3, -0.4], [-0.2, 0.5, 0.1], [0.0, -0.1, -0.2], [0.4, 0.5, -1.0], [0.6, -0.6, 0.3], [0.2, -0.1, -0.2], [0.0, 0.1, 0.4], [-0.4, 0.2, -0.2], [-0.1, 0.3, -0.4], [0.5, -0.5, 0.8]], "lowdin_charge": [-0.236, -0.155, -0.135, -0.006, -0.043, -0.015, 0.114, 0.123, 0.119, 0.117, 0.141, 0.136, 0.111, 0.108, 0.099, 0.132, 0.124, 0.097, 0.092, 0.053, 0.054, -0.031]}

=====

Record 3
{"formula": "C23H34N6NdO", "method": "ωB97M-V/def2-TZVPD", "fmax_ev_per_a": 3.3, "gap_ev": [8.52, 9.07], "multiplicity": 4, "e_above_lowest_kj_mol": 86.4, "charge": 3, "e_lumo_ha": [-0.350, -0.330], "total_energy_ev": -50645.5409, "s2": 3.753, "symbols": ["Nd", "C", "C", "C", "C", "C", "C", "C", "C", "C", "C", "H", "H", "H", "H", "H", "H", "H", "H", "H", "H", "H", "H", "H", "H", "C", "N", "C", "C", "C", "N", "C", "O", "N", "H", "H", "H", "H", "H", "H", "H", "C", "C", "C", "C", "C", "N", "H", "H", "H", "H", "H", "H", "H", "H", "H", "N", "C", "C", "C", "N", "H", "H", "H", "H"], "xyz": [[-0.468670, -0.341408, -0.699779], [-2.061326, -4.297111, 2.000003], [-1.811955, -2.783520, 1.850449], [-0.310923, -2.409481, 1.671811], [-2.430151, -2.055211, 0.660690], [-2.599632, -2.478894, -0.657961], [-3.035335, -1.590607, -1.633465], [-3.290242, -0.243237, -1.389420], [-4.077749, 0.734112, -2.367345], [-3.141118, 0.224440, -0.057290], [-2.680899, -0.639515, 0.905723], [-1.540129, -4.697527, 2.859148], [-1.719850, -4.884230, 1.170762], [-3.058729, -4.508419, 2.283793], [-2.131681, -2.245066, 2.709634], [0.203740, -2.883174, 0.796480], [0.297617, -2.670115, 2.522360], [-0.305163, -1.308549, 1.613533], [-2.625007, -3.510570, -0.981810], [-3.206695, -2.032264, -2.592657], [-3.527945, 1.653999, -2.538223], [-4.903455, 1.022760, -1.738026], [-4.332980, 0.228715, -3.327772], [-3.470449, 1.224534, 0.171224], [-2.590754, -0.245622, 2.007834], [2.862707, -2.789686, -3.648934], [2.935921, -2.136765, -2.304250], [4.171736, -2.090306, -1.732062], [4.415362, -1.370668, -0.611881], [3.327244, -0.698513, -0.055105], [2.066345, -0.936649, -0.518402], [1.899398, -1.619132, -1.669129], [0.707867, -1.739793, -2.122560], [3.432446, 0.117372, 0.990669], [1.945716, -2.294028, -4.284254], [2.688683, -3.876562, -3.602774], [3.800554, -2.560605, -4.156275], [4.929415, -2.597994, -2.286303], [5.360883, -1.375783, -0.156668], [4.330726, 0.216765, 1.459286], [2.650212, 0.662481, 1.143859], [0.653189, 4.206902, 2.663809], [0.900715, 2.802732, 3.083357], [2.376167, 2.522533, 3.275647], [0.110164, 2.279749, 4.295162], [0.424075, 1.895943, 1.979367], [0.009361, 1.210196, 1.146552], [1.088479, 4.959722, 3.273027], [-0.431481, 4.422106, 2.566930], [1.013827, 4.288992, 1.642061], [2.750208, 3.126172, 4.128098], [3.083211, 2.822141, 2.465226], [2.545670, 1.445523, 3.593663], [0.387561, 2.780543, 5.258255], [0.244720, 1.212338, 4.572749], [-0.948776, 2.489511, 4.112114], [-1.055907, 2.954839, -2.206641], [-1.185064, 3.483711, -3.431296], [-0.743931, 2.504965, -4.361845], [-0.258124, 1.504712, -3.542955], [-0.519598, 1.726281, -2.239230], [-1.212425, 3.385956, -1.315581], [-1.611742, 4.515858, -3.442632], [-0.656918, 2.678142, -5.379238], [0.330888, 0.606260, -3.821508]], "atomic_forces_ev_per_a": [[0.2, -0.1, -0.7], [0.8, 0.9, 0.5], [1.0, -0.9, -1.6], [-0.1, -0.3, -0.3], [-0.1, 1.7, 0.5], [-0.5, -0.3, 0.7], [0.1, 0.7, -0.3], [-1.3, 1.4, -0.6], [1.4, -1.7, 0.6], [-0.2, -0.6, -1.0], [0.0, -0.6, 2.6], [0.6, 0.2, 0.3], [-0.1, -0.2, -0.7], [-1.3, -0.1, -0.4], [-0.4, 0.2, 0.9], [-0.6, 0.3, 0.4], [0.1, -0.1, 0.4], [0.5, 0.0, 0.1], [0.6, -0.3, 0.4], [-0.2, 0.1, -0.6], [0.3, 0.0, -0.2], [-0.8, 0.0, -0.4], [-0.1, 0.6, 0.9], [0.1, 0.2, 0.2], [-0.1, -0.9, -2.2], [-2.6, 1.2, -1.6], [1.1, -1.2, -1.4], [0.0, 0.7, 0.4], [-0.5, -0.9, -0.8], [-1.3, -0.2, 0.6], [0.3, 0.7, -0.3], [-0.9, 0.3, 0.5], [0.0, 0.2, 0.1], [1.9, -1.6, -1.0], [2.4, -1.3, 1.7], [0.1, 0.5, 0.3], [-0.2, -0.1, 0.0], [0.5, -0.3, -0.1], [1.2, 0.2, 0.4], [-0.6, 0.4, -0.1], [-1.4, 1.4, 1.1], [-1.9, 0.4, -1.6], [0.2, -2.1, 0.2], [1.9, -0.7, 1.0], [-0.4, 0.3, 1.5], [-0.2, 0.4, 0.0], [0.5, 0.4, 0.5], [0.5, 0.4, 0.7], [0.5, -0.1, 0.4], [0.4, 0.5, -0.1], [-0.5, -0.3, -0.3], [-0.9, -0.4, 0.2], [-0.1, 1.2, -0.5], [-0.1, 0.1, -1.0], [0.0, 0.5, -0.8], [0.1, -0.2, 0.3], [-0.1, -0.3, -0.3], [-0.6, 0.3, 0.0], [-0.1, 1.8, 2.8], [0.3, -1.4, -0.1], [0.7, -0.6, 0.1], [-0.2, 0.3, 0.1], [0.5, -1.1, -0.7], [0.1, -0.1, -1.7], [-0.8, 0.6, 0.1]], "lowdin_charge": [1.968, -0.013, -0.319, -0.070, -0.211, -0.031, -0.056, -0.286, 0.023, -0.131, -0.129, 0.095, 0.085, 0.083, 0.128, 0.100, 0.102, 0.009, 0.147, 0.137, 0.058, 0.089, 0.113, 0.137, 0.177, 0.047, -0.016, 0.041, 0.059, -0.312, 0.079, -0.542, -0.174, 0.231, 0.162, 0.115, 0.099, 0.153, 0.128, 0.158, 0.044, -0.020, -0.595, -0.056, -0.024, -0.076, 0.080, 0.104, 0.115, 0.097, 0.119, 0.107, 0.113, 0.127, 0.105, 0.096, -0.016, -0.014, 0.010, -0.149, -0.145, 0.161, 0.163, 0.100, 0.123]}